Formula: C2H2FO3P
Source: the OMol25 dataset
Level of theory: ωB97M-V/def2-TZVPD

Output
* charge: -2
* DFT total energy: -20255.2929 eV
* orbital gap: 6.21 eV
* ΔE to the lowest compared entry with this formula, charge and spin: 0.2067 eV

Each line ends with the natural charge from an NBO analysis.
Geometry (Å):
C1 1.615 0.100 -0.007  -0.65
C2 0.299 0.529 -0.072  0.12
F1 0.236 1.937 -0.084  -0.42
P1 -1.333 -0.429 0.003  2.33
O1 -1.114 -1.558 -1.041  -1.26
O2 -2.353 0.586 -0.407  -1.25
O3 -1.420 -0.904 1.442  -1.24
H1 1.693 -1.014 0.075  0.21
H2 2.378 0.755 0.090  0.16

Cartesian forces, eV/Å:
C -5.4 -2.8 -0.2
C 3.1 0.2 0.4
F -0.3 -0.5 0.0
P -0.2 -2.0 -1.0
O 0.2 0.9 0.9
O -0.6 1.0 -0.2
O 0.4 0.1 0.2
H 0.3 1.2 -0.2
H 2.5 1.9 0.2

***

Formula: C40H75BBrF4N6O4RbSSiTe
Source: the OMol25 dataset
Level of theory: ωB97M-V/def2-TZVPD

Output
* charge: -2
* DFT total energy: -168091.6114 eV
* orbital gap: 4.71 eV
* ΔE to the lowest compared entry with this formula, charge and spin: 0.3013 eV

Each line ends with the Löwdin charge.
Geometry (Å):
Rb1 -0.035 1.780 2.044  0.81
C1 -3.571 -3.891 0.975  -0.04
C2 -3.642 -2.572 0.181  -0.33
C3 -4.782 -1.708 0.740  -0.09
C4 -5.170 -0.437 -0.050  -0.54
C5 -6.226 0.293 0.797  -0.03
C6 -5.801 -0.839 -1.399  -0.03
N1 -4.005 0.434 -0.213  -0.01
C7 -4.217 1.630 -1.015  -0.17
C8 -3.165 2.718 -0.764  -0.17
N2 -1.828 2.462 -1.295  -0.12
C9 -0.878 3.342 -0.609  -0.14
C10 0.643 3.117 -0.936  -0.73
O1 1.179 3.935 -1.701  -0.04
O2 1.188 2.170 -0.344  -0.20
C11 -1.774 2.594 -2.759  -0.33
C12 -1.622 4.034 -3.278  -0.05
C13 -0.646 1.732 -3.353  -0.09
C14 -0.997 0.265 -3.639  -0.56
C15 -2.206 0.162 -4.598  -0.04
C16 0.213 -0.376 -4.343  -0.04
N3 -1.197 -0.378 -2.359  0.02
C17 -1.824 -1.668 -2.291  -0.20
C18 -1.510 -2.328 -0.940  -0.17
N4 -2.381 -1.837 0.118  -0.14
C19 -1.667 -1.686 1.384  -0.07
C20 -2.471 -1.010 2.489  -0.54
O3 -2.727 -1.574 3.524  0.12
O4 -2.867 0.242 2.262  -0.07
H1 -4.483 -4.464 0.815  0.08
H2 -3.459 -3.693 2.037  0.08
H3 -2.733 -4.498 0.636  0.07
H4 -3.901 -2.838 -0.853  0.13
H5 -4.546 -1.412 1.758  0.11
H6 -5.672 -2.342 0.794  0.12
H7 -6.979 -0.412 1.143  0.08
H8 -6.738 1.069 0.232  0.07
H9 -5.749 0.749 1.661  0.08
H10 -6.635 -1.519 -1.239  0.08
H11 -5.067 -1.330 -2.035  0.06
H12 -6.174 0.038 -1.925  0.07
H13 -3.232 -0.114 -0.586  0.09
H14 -3.045 0.426 1.298  0.07
H15 -5.174 2.066 -0.720  0.11
H16 -4.277 1.404 -2.093  0.10
H17 -3.089 2.839 0.323  0.06
H18 -3.578 3.660 -1.167  0.12
H19 -0.971 3.168 0.463  0.00
H20 -1.113 4.399 -0.799  0.12
H21 -2.733 2.227 -3.142  0.11
H22 -0.628 4.404 -3.041  0.06
H23 -2.369 4.688 -2.829  0.07
H24 -1.758 4.035 -4.360  0.07
H25 0.187 1.737 -2.653  0.11
H26 -0.308 2.198 -4.281  0.12
H27 -2.069 0.849 -5.430  0.08
H28 -3.132 0.419 -4.090  0.06
H29 -2.306 -0.851 -4.987  0.07
H30 0.421 0.141 -5.280  0.08
H31 0.032 -1.427 -4.558  0.07
H32 1.080 -0.304 -3.694  0.07
H33 -1.552 0.283 -1.678  0.10
H34 -1.408 -2.291 -3.090  0.11
H35 -2.922 -1.639 -2.437  0.10
H36 -0.483 -2.068 -0.703  0.05
H37 -1.569 -3.422 -1.045  0.12
H38 -0.791 -1.063 1.183  0.10
H39 -1.323 -2.643 1.801  0.14
C21 3.588 -2.272 2.640  -0.11
C22 3.830 -3.344 1.576  -0.61
C23 5.099 -4.125 1.933  -0.09
C24 2.627 -4.287 1.666  -0.10
Si1 3.917 -2.533 -0.195  0.54
Br1 2.147 -1.119 -0.375  0.63
C25 3.573 -3.804 -1.658  -0.63
C26 2.105 -4.240 -1.681  -0.13
C27 4.440 -5.059 -1.539  -0.10
C28 3.828 -3.146 -3.015  -0.11
C29 5.500 -1.421 -0.502  -0.62
C30 6.720 -2.261 -0.894  -0.10
C31 5.853 -0.634 0.762  -0.10
C32 5.241 -0.365 -1.581  -0.12
H40 3.438 -2.735 3.613  0.09
H41 2.682 -1.719 2.426  0.04
H42 4.403 -1.567 2.735  0.07
H43 4.991 -4.565 2.924  0.08
H44 5.972 -3.476 1.953  0.06
H45 5.292 -4.929 1.226  0.06
H46 2.483 -4.598 2.699  0.09
H47 2.758 -5.181 1.061  0.06
H48 1.721 -3.770 1.359  0.07
H49 1.830 -4.797 -0.794  0.06
H50 1.927 -4.879 -2.547  0.08
H51 1.451 -3.379 -1.761  0.03
H52 4.208 -5.600 -0.626  0.06
H53 5.500 -4.818 -1.532  0.06
H54 4.251 -5.727 -2.380  0.08
H55 3.228 -2.245 -3.110  0.06
H56 3.540 -3.827 -3.816  0.08
H57 4.875 -2.895 -3.158  0.06
H58 6.933 -3.017 -0.141  0.07
H59 7.598 -1.620 -0.989  0.08
H60 6.574 -2.762 -1.848  0.06
H61 6.179 -1.289 1.564  0.06
H62 5.002 -0.053 1.104  0.07
H63 6.666 0.060 0.546  0.08
H64 5.009 -0.801 -2.546  0.06
H65 6.126 0.263 -1.698  0.08
H66 4.413 0.279 -1.296  0.05
C33 3.366 2.712 1.840  -0.01
C34 2.633 3.959 2.158  -0.41
N5 1.460 4.045 2.723  0.01
C35 1.151 5.366 2.797  -0.14
C36 2.166 6.106 2.269  -0.11
N6 3.114 5.198 1.870  0.09
H67 3.112 2.418 0.818  0.06
H68 3.044 1.913 2.509  0.08
H69 4.446 2.852 1.928  0.08
H70 0.210 5.677 3.209  0.07
H71 2.312 7.164 2.157  0.09
H72 3.969 5.407 1.381  0.15
F1 1.028 -1.990 4.543  0.12
B1 1.069 -0.625 4.326  -1.37
F2 0.060 0.026 4.999  0.14
F3 2.311 -0.131 4.719  0.11
F4 0.919 -0.387 2.931  -0.09
Te1 -3.381 3.069 3.469  0.65
C37 -3.862 5.032 3.819  -1.13
C38 -5.073 5.548 4.217  -0.32
C39 -5.113 6.942 4.349  -0.26
C40 -3.921 7.541 4.073  -0.48
S1 -2.726 6.358 3.637  0.86
H73 -5.921 4.905 4.397  0.08
H74 -6.001 7.492 4.637  0.08
H75 -3.664 8.585 4.060  0.03

Cartesian forces, eV/Å:
Rb -0.4 -0.2 0.7
C 0.1 0.3 -0.3
C -0.6 -0.2 0.1
C 0.2 0.1 -0.3
C -0.6 -0.3 0.1
C 0.2 -0.1 -0.1
C 0.2 0.1 0.2
N 0.5 0.1 -0.3
C 0.2 0.4 -0.1
C -0.4 0.0 0.1
N -0.1 -0.3 0.2
C 0.5 0.2 0.0
C -0.6 0.9 -0.2
O 0.1 0.2 -0.3
O 0.3 -0.9 0.3
C 0.1 0.0 -0.5
C -0.1 -0.2 0.3
C -0.3 -0.1 0.2
C 0.2 0.1 -0.6
C 0.2 0.0 0.4
C -0.2 0.2 0.2
N 0.0 0.1 0.4
C 0.1 -0.3 0.1
C -0.1 0.0 -0.5
N 0.2 0.1 0.1
C 0.1 -0.2 0.0
C -0.1 -0.4 0.3
O 0.2 0.1 -0.2
O 0.2 0.0 0.1
H -0.1 0.0 0.0
H 0.0 0.0 0.1
H 0.1 -0.1 0.0
H 0.1 0.1 0.1
H -0.2 -0.1 0.1
H 0.0 0.0 0.0
H -0.1 -0.1 0.0
H 0.0 0.1 0.0
H 0.0 0.1 0.1
H -0.1 -0.1 0.0
H 0.0 -0.1 -0.1
H 0.0 0.1 -0.1
H -0.2 0.0 0.0
H -0.2 0.1 0.0
H 0.1 0.0 -0.1
H -0.1 0.0 0.1
H 0.0 0.1 -0.1
H 0.1 0.0 0.1
H -0.5 0.4 -0.5
H 0.0 -0.1 0.1
H 0.1 0.0 0.1
H 0.1 0.1 0.0
H -0.1 0.1 0.0
H -0.1 0.0 -0.1
H 0.1 0.0 -0.2
H 0.1 0.0 -0.1
H 0.0 0.0 -0.2
H -0.2 0.0 0.0
H 0.0 -0.1 -0.1
H 0.0 0.0 -0.1
H 0.0 -0.2 -0.1
H 0.2 0.0 0.1
H 0.1 0.1 0.1
H -0.1 -0.1 0.0
H 0.1 -0.1 -0.1
H 0.1 -0.1 0.1
H 0.0 0.0 0.1
H 0.0 -0.2 0.1
H 0.1 0.1 0.0
C 0.0 0.1 -0.2
C 0.1 0.1 -0.2
C 0.0 0.1 -0.3
C 0.1 0.0 -0.2
Si -0.3 -0.1 -0.1
Br 0.4 -0.1 0.2
C 0.1 0.2 0.2
C 0.0 0.1 0.2
C 0.0 0.2 0.2
C 0.1 0.1 0.2
C -0.2 -0.1 0.0
C -0.3 -0.1 0.0
C -0.1 -0.2 0.1
C -0.2 -0.1 0.0
H 0.0 -0.1 0.1
H -0.1 0.2 0.0
H 0.1 0.1 0.0
H 0.0 -0.1 0.2
H 0.1 0.1 0.0
H 0.1 -0.2 -0.1
H 0.0 0.0 0.2
H 0.0 -0.1 -0.1
H -0.2 0.0 0.0
H -0.1 -0.1 0.1
H 0.0 -0.1 -0.2
H -0.2 0.1 0.0
H 0.0 -0.2 0.1
H 0.2 0.0 0.0
H 0.0 -0.1 -0.2
H 0.0 0.2 -0.1
H -0.1 -0.2 -0.1
H 0.1 0.1 -0.1
H 0.1 -0.1 0.1
H 0.1 0.1 0.0
H 0.0 -0.1 -0.1
H 0.0 0.0 0.2
H -0.1 0.1 0.2
H 0.1 0.1 -0.1
H 0.0 0.0 -0.2
H 0.2 0.0 0.0
H -0.1 0.1 0.0
C 0.0 -0.2 -0.2
C 0.4 0.1 0.0
N 0.1 -0.5 0.1
C 0.0 0.5 -0.1
C -0.2 0.4 0.1
N 0.1 -0.1 -0.1
H 0.0 -0.1 -0.1
H 0.1 0.0 0.0
H 0.0 -0.1 0.1
H -0.1 0.2 0.1
H -0.1 0.1 0.0
H -0.2 -0.1 0.1
F -0.1 -0.8 0.1
B 0.2 -0.1 0.3
F -0.5 0.3 0.2
F 0.6 0.3 0.1
F 0.1 -0.4 -0.4
Te 0.2 -0.7 -0.2
C 0.1 1.1 0.1
C 0.1 -0.7 -0.1
C 0.1 0.8 0.1
C 0.4 -0.1 -0.2
S -0.9 -0.3 0.2
H -0.1 -0.1 0.0
H 0.0 0.0 0.0
H -0.1 0.1 0.1

***

Formula: C3HN3O
Source: the OMol25 dataset
Level of theory: ωB97M-V/def2-TZVPD

Output
* charge: 0
* DFT total energy: -9642.6056 eV
* orbital gap: 11.15 eV
* ΔE to the lowest compared entry with this formula, charge and spin: 0.2120 eV

Each line ends with the natural charge from an NBO analysis.
Geometry (Å):
N1 -2.162 -1.783 0.282  -0.22
C1 -1.313 -1.078 0.206  0.21
C2 -0.219 -0.159 0.072  0.35
N2 0.785 -0.209 0.928  -0.20
N3 1.681 0.755 0.338  -0.28
C3 1.131 1.243 -0.674  0.31
O1 -0.155 0.833 -0.898  -0.39
H1 1.520 1.968 -1.271  0.20

Cartesian forces, eV/Å:
N -4.5 -3.9 0.5
C 4.3 4.5 -1.0
C 0.6 0.2 1.8
N -0.7 1.4 -3.4
N 0.7 -1.3 2.0
C -1.9 -0.6 0.9
O 0.7 -2.2 1.0
H 0.9 1.9 -1.7

***

Formula: C9H9N
Source: the OMol25 dataset
Level of theory: ωB97M-V/def2-TZVPD

Output
* charge: 0
* DFT total energy: -10964.4680 eV
* orbital gap: 8.59 eV
* ΔE to the lowest compared entry with this formula, charge and spin: 3.9722 eV

Each line ends with the natural charge from an NBO analysis.
Geometry (Å):
C1 -3.739 0.883 -0.493  -0.28
C2 -2.994 -0.029 -0.272  -0.01
C3 -2.030 -1.162 0.196  -0.35
N1 -0.594 -1.567 -0.071  -0.40
C4 0.309 -0.656 -0.158  0.26
C5 1.664 -1.313 -0.306  -0.19
C6 2.782 -0.541 -0.162  -0.20
C7 2.631 0.871 -0.002  -0.24
C8 1.455 1.487 0.162  -0.13
C9 0.137 0.751 -0.041  -0.54
H1 -4.254 1.812 -0.543  0.24
H2 -2.097 -1.024 1.326  0.23
H3 -2.776 -2.038 0.023  0.24
H4 1.666 -2.406 -0.345  0.23
H5 3.813 -0.887 -0.165  0.22
H6 3.537 1.377 0.266  0.21
H7 1.436 2.452 0.634  0.21
H8 -0.483 1.036 -0.927  0.27
H9 -0.464 0.952 0.876  0.25

Cartesian forces, eV/Å:
C 0.1 0.4 0.2
C 2.7 -0.9 0.1
C -2.7 -0.8 1.5
N -2.3 1.4 -0.7
C 1.0 -4.7 -0.1
C 0.9 1.3 0.7
C -1.3 -1.5 -1.1
C -0.4 0.9 1.1
C -0.2 -0.6 -0.4
C -0.1 2.5 0.6
H -0.3 -0.2 -0.2
H 0.2 -0.2 -1.2
H 2.0 0.8 0.2
H 0.0 0.5 -0.1
H -0.4 -0.5 -0.1
H 0.3 0.5 0.0
H -0.1 0.5 -0.4
H 0.5 0.5 0.7
H 0.0 0.0 -0.7